1.
A 11-piece molecular cluster, C38H94N8O11 overall in a non-equilibrium geometry. Source: the OMol25 dataset; level of theory: the ωB97M-V functional and the def2-TZVPD basis.

XYZ file:
```
151
Properties=species:S:1:pos:R:3:forces:R:3:mulliken_charge:R:1
C -0.1305 5.1281 2.9512 2.010 1.558 0.137 -1.594
C -1.1897 5.3236 1.8695 -0.049 -0.859 1.080 1.949
C -2.0291 4.0412 1.8703 -0.252 -0.440 -1.239 -1.911
C -2.1158 6.4877 2.2111 0.104 0.207 -0.438 -1.050
C -1.4908 7.8479 2.0189 0.789 -0.099 -0.322 -0.827
C -1.0753 7.9918 0.5481 0.430 -0.697 1.166 -1.218
C -0.1335 6.8119 0.0773 -1.124 1.060 -1.001 1.297
C -0.3608 6.8164 -1.4508 -0.150 -0.017 -0.981 -1.903
C 1.3087 7.1739 0.4843 -0.665 -0.310 -0.900 -1.627
N -0.6434 5.5331 0.5314 -1.405 0.458 0.732 -0.141
O -0.0388 4.3943 -0.0371 0.067 0.276 0.363 0.760
H 0.4486 4.2116 2.8369 -0.235 -0.146 0.065 0.038
H 0.6123 5.9362 2.8459 0.115 -0.213 -0.445 0.430
H -0.3346 5.3396 4.0050 -1.022 -0.722 -0.058 0.405
H -2.7706 3.9586 2.6639 0.286 0.188 0.297 0.480
H -2.5961 3.9623 0.9323 -0.126 0.233 0.054 0.439
H -1.3891 3.1573 1.8576 0.050 0.046 0.338 -0.171
H -2.9219 6.3980 1.4743 -0.437 0.083 0.466 0.430
H -2.4431 6.4230 3.2494 -0.348 -0.440 -0.164 0.442
H -2.1774 8.6278 2.3512 -0.014 0.087 -0.214 0.425
H -0.5948 7.9430 2.6432 -0.079 -0.002 0.110 0.312
H -0.4579 8.8865 0.4639 -0.315 0.199 -0.443 0.444
H -1.9870 8.0398 -0.0453 0.159 0.093 -0.258 0.420
H -1.4169 6.7117 -1.7240 -0.150 -0.028 0.640 0.460
H 0.0748 6.0062 -2.0403 0.666 0.082 0.403 0.275
H -0.0996 7.7688 -1.9209 0.424 -0.028 0.220 0.452
H 1.7032 7.8618 -0.2653 0.185 -0.173 -0.075 0.514
H 1.8459 6.2268 0.4525 0.581 0.327 0.408 0.165
H 1.3265 7.7363 1.4157 0.213 -0.537 0.335 0.402
H -0.7597 4.0572 -0.5826 0.363 -0.205 -0.290 -0.016
C -2.4166 -1.6516 6.3787 -1.092 0.158 -0.073 -1.749
C -1.2237 -1.0961 5.6279 0.532 0.513 0.187 1.528
C -0.2892 -0.3627 6.5823 0.499 -0.626 0.976 -1.875
C -0.4357 -2.2508 4.9925 -0.018 0.400 -1.262 -0.585
C -1.1098 -2.9233 3.7850 0.394 0.510 -0.890 -1.245
C -1.4305 -1.8942 2.6816 -0.379 -0.154 1.611 -0.781
C -2.1682 -0.6833 3.3252 -0.458 0.059 -1.640 2.430
C -2.0380 0.3176 2.1805 -0.221 1.659 0.415 -2.561
C -3.6763 -0.9664 3.5064 -1.090 -0.718 0.252 -2.043
N -1.5053 -0.1275 4.5371 0.344 -1.465 -1.374 1.303
O -2.2253 1.0219 4.9391 0.007 -0.177 0.386 -0.607
H -2.1423 -2.4434 7.0757 0.197 -0.056 -0.130 0.360
H -2.9738 -0.9142 6.9628 0.269 0.245 -0.072 0.361
H -3.1442 -2.0374 5.6631 0.095 -0.308 0.190 0.360
H 0.7174 -0.2091 6.1862 -0.279 0.462 -0.506 0.084
H -0.7344 0.5467 6.9828 0.089 0.117 -0.215 0.412
H -0.0568 -0.9898 7.4523 -0.409 -0.110 0.043 0.435
H 0.4444 -1.7895 4.5356 0.268 -0.067 0.394 -0.355
H -0.0993 -2.9612 5.7454 -0.142 -0.015 0.095 0.657
H -0.3892 -3.5885 3.3022 -0.202 -0.585 0.462 0.691
H -2.0585 -3.4185 3.9914 0.221 -0.359 0.333 0.445
H -2.0497 -2.3770 1.9200 -0.456 0.165 0.234 0.688
H -0.5991 -1.5400 2.0750 0.458 -0.031 0.609 -0.539
H -1.0005 0.6044 1.9994 0.104 -0.270 0.057 -0.274
H -2.5422 1.2591 2.4229 -0.235 -0.123 -0.091 0.779
H -2.4633 -0.0679 1.2548 -0.027 -0.173 0.069 0.507
H -4.1202 -0.5040 4.3890 0.237 0.425 -0.151 0.453
H -4.0006 -2.0113 3.6092 0.790 -0.218 0.160 0.385
H -4.2987 -0.6941 2.6481 0.382 0.552 -0.078 0.356
H -1.5672 1.7139 4.8068 -0.149 0.085 0.084 0.325
C 1.7103 -2.2820 0.8766 1.041 -0.228 0.611 -0.473
C 2.6095 -1.0310 0.7965 -0.569 -0.885 -0.292 2.262
C 2.9687 -0.8625 -0.6820 0.941 0.607 0.006 -1.744
C 1.7837 0.1458 1.2530 -0.837 2.042 -0.557 -0.662
C 1.6089 0.3047 2.7420 1.689 -0.922 -0.138 1.129
C 3.0057 0.2997 3.4147 -1.061 0.072 -0.339 -2.301
C 3.9331 -0.8971 3.0677 -1.160 0.212 0.382 1.712
C 5.3502 -0.5087 3.5207 0.325 -0.776 -1.233 -1.839
C 3.4874 -2.1605 3.8288 0.107 -0.553 -0.982 -1.624
N 3.8569 -1.1097 1.5833 0.400 1.411 0.814 0.452
O 4.6913 -2.1877 1.2214 -0.185 -0.270 -0.158 -0.516
H 1.3702 -2.4228 1.9035 -0.224 -0.143 -0.171 -1.099
H 0.8669 -2.1976 0.1981 -0.016 -0.009 0.009 -0.001
H 2.3467 -3.1289 0.6079 -0.317 -0.213 -0.028 0.717
H 3.6041 0.0240 -0.7844 -0.095 0.081 0.014 0.476
H 3.5699 -1.6902 -1.0630 -0.232 -0.198 0.083 0.555
H 2.1099 -0.7146 -1.3353 -0.201 -0.113 0.192 -0.187
H 2.1129 1.0951 0.8131 0.727 -0.139 0.183 0.420
H 0.7767 0.1317 0.8125 0.054 -0.698 -0.215 -0.097
H 1.1580 1.2559 3.0185 -0.501 -0.186 -0.089 -0.063
H 1.0363 -0.5648 3.0618 -0.244 0.372 0.549 -0.593
H 2.7615 0.3699 4.4785 0.708 -0.285 0.210 0.624
H 3.4729 1.2454 3.1311 0.283 -0.085 -0.042 0.500
H 5.3622 0.2160 4.3290 -0.067 0.009 0.015 0.374
H 5.8769 -0.1348 2.6384 -0.001 0.491 0.230 0.382
H 5.9157 -1.4012 3.7941 -0.048 0.031 0.285 0.372
H 4.1243 -3.0055 3.5496 0.236 0.185 -0.008 0.465
H 2.5173 -2.4681 3.4339 -0.223 0.136 0.695 0.221
H 3.5361 -2.0932 4.9140 -0.289 0.304 0.012 0.360
H 5.4147 -1.7561 0.7533 -0.009 -0.101 -0.013 0.361
C -0.7991 -3.6034 -3.8408 -0.064 0.189 -0.686 -1.472
C 0.7240 -3.7064 -3.5561 0.567 -0.046 -0.297 2.369
C 1.4226 -2.4101 -3.9937 0.485 0.203 0.033 -1.838
C 0.9378 -3.8697 -2.0347 -1.056 0.033 -0.269 -1.195
C 0.5983 -5.2694 -1.5140 0.735 0.977 0.058 -0.963
C 1.5049 -6.2173 -2.2533 0.178 0.649 0.358 -1.384
C 1.2791 -6.1820 -3.7738 0.172 -0.046 0.684 1.663
C 2.3888 -7.0940 -4.3321 0.151 0.178 -0.692 -1.971
C -0.0914 -6.7404 -4.1397 0.252 -0.508 0.246 -1.726
N 1.4805 -4.7873 -4.2235 0.616 -0.401 1.448 0.431
O 1.5174 -4.6750 -5.6296 -0.458 -0.151 -0.016 -0.487
H -1.0552 -2.5522 -3.9995 0.019 0.046 0.140 0.004
H -1.4547 -3.9669 -3.0480 0.225 -0.173 0.118 0.301
H -1.0990 -4.1047 -4.7630 0.184 -0.077 -0.009 0.444
H 1.1328 -1.5798 -3.3473 -0.324 0.114 -0.247 0.087
H 1.3136 -2.1745 -5.0525 -0.626 0.098 0.090 0.457
H 2.5113 -2.4581 -3.8941 -0.046 -0.415 0.345 0.458
H 1.9528 -3.5662 -1.7850 -0.019 -0.027 0.167 0.283
H 0.1918 -3.2125 -1.5776 0.450 0.475 0.058 0.257
H -0.4804 -5.4005 -1.6166 0.078 -0.518 -0.036 0.383
H 0.8677 -5.3148 -0.4553 -0.317 0.068 0.080 0.362
H 1.5329 -7.1792 -1.7343 -0.295 -0.406 -0.803 0.548
H 2.5114 -5.8100 -2.1017 0.055 -0.086 0.010 0.335
H 2.4465 -7.0592 -5.4228 -0.368 -0.298 -0.009 0.439
H 3.4055 -6.8402 -4.0202 -0.220 0.462 0.378 0.414
H 2.2423 -8.1168 -3.9854 -0.228 -0.042 -0.214 0.381
H -0.0521 -7.7550 -3.7283 -0.236 -0.364 -0.992 0.435
H -0.9912 -6.3547 -3.6601 0.372 0.730 0.115 0.279
H -0.1860 -6.5973 -5.2174 -0.289 -0.764 -0.024 0.381
H 2.4652 -4.6718 -5.8013 -0.080 0.148 -0.156 0.349
N -1.0108 0.7229 -3.1951 -0.067 0.248 -0.858 1.474
C -0.6492 1.3689 -2.0776 1.080 -0.164 2.397 0.460
N -1.5743 1.2909 -1.0752 0.313 0.277 -0.747 0.406
O 0.4578 1.8946 -1.8556 -0.985 -0.242 -1.187 -0.544
H -0.3464 0.6074 -3.9458 -0.278 -0.262 -0.018 -0.515
H -1.9274 0.2924 -3.2167 0.693 -0.199 -0.245 -0.664
H -2.3946 0.7420 -1.2423 -0.311 0.042 0.500 0.036
H -1.3893 1.7937 -0.2267 -0.142 -0.173 0.149 -0.230
N -5.1894 -1.2076 -6.3044 -0.119 0.206 0.429 -0.450
C -3.9055 -1.1454 -6.8167 0.468 -0.983 -0.926 0.531
N -2.9586 -0.9548 -5.8538 0.310 0.487 0.300 0.081
O -3.6783 -1.3663 -7.9989 0.235 0.353 0.806 -0.625
H -5.4111 -0.4230 -5.7095 -0.387 -0.149 -0.062 0.201
H -5.8663 -1.4332 -7.0161 -0.077 0.295 0.011 0.252
H -1.9713 -0.8599 -6.0192 -0.117 -0.091 -0.512 -0.011
H -3.1778 -0.9490 -4.8774 -0.348 -0.278 0.051 0.010
O 2.6518 3.1358 -0.5304 0.292 -0.100 -0.090 -0.752
H 2.1555 2.6435 -1.2002 -0.092 0.171 0.266 0.396
H 1.9664 3.6164 -0.0533 -0.165 0.019 -0.133 0.224
O 2.4148 1.1567 -3.9895 -0.190 -0.081 -0.190 -0.695
H 1.6073 1.3474 -3.4894 0.340 0.187 0.357 0.163
H 3.1285 1.3676 -3.3781 -0.071 0.012 -0.002 0.309
O -0.3417 0.4864 -6.2028 -0.094 0.183 -0.070 -0.589
H -0.0281 1.3921 -6.0834 0.130 -0.122 -0.111 0.240
H -0.8366 0.5092 -7.0323 0.152 0.065 0.002 0.294
O -2.7443 3.2386 -3.5790 -0.020 0.068 0.008 -0.603
H -3.4371 2.6402 -3.8734 0.029 0.085 -0.077 0.255
H -1.9241 2.7444 -3.7032 -0.114 0.001 -0.042 0.314
O -3.4167 -0.7940 -2.5603 -0.437 0.170 -0.316 -0.700
H -4.0069 -0.2107 -3.0587 -0.153 -0.119 0.294 0.229
H -3.9198 -1.6132 -2.4570 0.178 0.023 0.056 0.274
```
Positions in Å, forces in eV/Å.

Results
Structure (SMILES) ... CC1(C)CCCC(C)(C)N1O.CC1(C)CCCC(C)(C)N1O.CC1(C)CCCC(C)(C)N1O.CC1(C)CCCC(C)(C)N1O.NC(N)=O.NC(N)=O.O.O.O.O.O
Net charge ... 0
DFT total energy ... -75370.5648 eV
Multiplicity ... 1



2.
C30H41BErF4N8O2S2 as an isolated structure in a non-equilibrium geometry. Source: the OMol25 dataset; level of theory: the ωB97M-V functional and the def2-TZVPD basis.

XYZ file:
```
89
Properties=species:S:1:pos:R:3:forces:R:3:mulliken_charge:R:1
Er -0.4676 -0.0059 0.6070 0.850 -0.535 -1.884 1.734
N -3.9697 -0.9502 -0.4524 0.005 -0.168 0.104 -0.175
C -3.2641 -2.0730 -0.5734 0.031 0.101 -0.010 0.515
N -3.9099 -3.1329 -1.0497 -0.137 -0.145 -0.067 -0.719
C -3.2226 -4.2660 -1.0878 0.037 0.277 0.084 0.371
N -3.8147 -5.3501 -1.5924 -0.031 0.047 -0.026 -0.332
N -1.9592 -4.3998 -0.6350 0.188 -0.178 0.015 -0.716
C -1.3964 -3.2972 -0.2002 -0.300 0.049 -0.154 0.124
N -1.9556 -2.0804 -0.1763 0.347 0.397 0.123 -0.038
C -0.0339 -3.4645 0.3794 0.158 -0.089 0.050 0.587
C 0.5377 -4.7312 0.4220 -0.003 0.027 -0.013 -0.642
C 1.7431 -4.9060 1.0777 -0.064 0.135 -0.007 -0.765
C 2.3173 -3.8098 1.7005 0.008 -0.089 0.030 -1.129
C 1.6872 -2.5843 1.5940 0.082 0.098 0.051 -0.361
N 0.5549 -2.3925 0.9186 -0.230 0.145 -0.141 0.445
H -4.9097 -0.9747 -0.8076 -0.028 0.030 -0.001 0.304
H -3.5008 -0.0614 -0.3406 0.010 0.082 -0.077 -0.134
H -4.7507 -5.2679 -1.9473 -0.001 -0.076 0.021 0.252
H -3.3260 -6.2256 -1.6075 0.000 -0.018 -0.025 0.236
H 0.0119 -5.5490 -0.0436 0.003 -0.018 -0.005 0.564
H 2.2135 -5.8784 1.1247 -0.019 -0.017 -0.005 0.453
H 3.2342 -3.9048 2.2648 -0.018 0.044 0.012 0.489
H 2.0965 -1.7160 2.0954 0.006 0.016 -0.027 0.753
C 0.3815 3.3531 -0.6477 0.001 0.040 -0.041 0.305
C 0.7899 4.8444 -0.5466 0.011 -0.023 0.079 -0.782
N 0.6842 5.3016 0.8359 0.061 0.148 -0.005 -0.131
C -0.6617 5.0297 1.3325 0.073 -0.008 -0.028 -0.997
C -0.9123 3.5031 1.3818 -0.038 0.114 -0.008 -0.564
N 0.1928 2.7822 0.7068 -0.019 -0.406 0.058 1.306
C 1.4320 3.0397 1.4673 -0.005 0.095 0.076 0.014
C 1.6495 4.5668 1.6436 -0.063 -0.063 -0.086 -0.964
H 1.1447 2.7592 -1.1582 -0.010 -0.018 -0.002 -0.232
H -0.5473 3.2280 -1.1969 0.005 -0.019 0.020 0.007
H 0.1486 5.4687 -1.1704 0.010 -0.024 -0.021 0.370
H 1.8215 5.0031 -0.8682 -0.017 -0.009 -0.049 0.228
H -1.3726 5.5324 0.6740 0.000 -0.017 -0.010 0.270
H -0.7602 5.4790 2.3219 -0.041 -0.031 0.002 0.353
H -1.8456 3.2309 0.8897 -0.001 -0.048 0.037 0.133
H -0.9533 3.1531 2.4133 -0.029 -0.026 -0.024 0.572
H 2.2491 2.5970 0.8991 -0.003 -0.045 0.025 -0.834
H 1.3624 2.5377 2.4335 0.034 -0.037 -0.034 0.491
H 2.6524 4.8534 1.3206 0.018 0.009 0.073 0.411
H 1.5300 4.8665 2.6858 0.007 0.001 -0.006 0.253
C -6.3810 6.9565 -6.1893 0.025 0.030 -0.091 -1.072
C -5.6531 6.1970 -5.1201 0.076 -0.138 0.282 0.749
O -4.4669 6.1732 -4.9577 -0.050 0.064 -0.162 -0.515
S -6.7965 5.2679 -4.0731 0.011 -0.076 0.089 -0.237
C -5.6433 4.2530 -3.1810 -0.136 0.136 -0.235 0.073
C -5.6265 2.8858 -3.4336 0.033 0.056 0.085 -0.585
C -4.6764 2.0871 -2.8237 0.011 0.005 -0.028 -0.852
C -3.7236 2.6511 -1.9701 -0.121 -0.018 -0.128 0.243
C -3.7722 4.0203 -1.7043 0.017 0.050 0.034 -0.029
C -4.7339 4.8185 -2.2983 0.035 -0.078 0.055 -0.650
C -2.7055 1.8246 -1.3961 0.146 -0.082 -0.011 0.276
C -1.8345 1.1055 -0.9322 0.015 -0.023 0.065 -0.959
H -5.8584 7.8834 -6.4169 0.005 -0.004 0.070 0.310
H -7.4115 7.1496 -5.8969 -0.011 0.049 -0.057 0.364
H -6.3841 6.3390 -7.0896 -0.040 -0.006 0.007 0.283
H -6.3498 2.4620 -4.1173 0.037 -0.019 -0.021 0.437
H -4.6424 1.0259 -3.0348 0.022 0.002 0.011 0.507
H -3.0428 4.4636 -1.0376 -0.003 -0.028 0.014 0.576
H -4.7715 5.8772 -2.0862 0.023 0.027 -0.052 0.459
C 5.1239 -1.5706 2.5133 0.073 0.107 -0.048 -1.093
C 5.2826 -0.1063 2.1092 -0.093 -0.216 -0.059 -0.697
C 3.9839 0.5383 1.6339 0.005 -0.156 -0.104 -0.596
S 3.3242 -0.2545 0.1217 0.460 0.448 0.047 0.498
O 1.8519 0.1117 0.0868 -0.957 0.169 -0.001 -0.371
C 4.1016 0.8478 -1.1040 -0.052 -0.332 -0.082 -0.551
C 4.2111 0.1759 -2.4686 -0.227 -0.082 0.015 -0.596
C 2.8583 -0.2471 -3.0386 0.113 0.038 0.024 -0.899
H 6.0559 -1.9532 2.9268 -0.011 -0.017 -0.005 0.447
H 4.8632 -2.1879 1.6523 -0.021 -0.041 0.045 0.246
H 4.3513 -1.6824 3.2773 -0.009 -0.010 -0.004 0.294
H 6.0482 -0.0180 1.3333 0.036 0.051 0.043 0.280
H 5.6314 0.4700 2.9675 0.038 0.068 -0.062 0.435
H 4.1257 1.5983 1.4297 -0.126 0.029 -0.025 0.575
H 3.1889 0.4231 2.3737 -0.042 0.003 -0.029 0.356
H 5.0873 1.1154 -0.7199 -0.034 0.016 0.090 0.616
H 3.4561 1.7282 -1.1398 0.034 0.053 0.120 0.045
H 4.8648 -0.6956 -2.3876 0.066 0.051 -0.035 0.303
H 4.6919 0.8813 -3.1482 0.055 -0.004 0.030 0.411
H 2.4075 -1.0420 -2.4401 -0.039 0.019 -0.020 0.201
H 2.9754 -0.6233 -4.0535 -0.023 -0.009 0.004 0.422
H 2.1650 0.5957 -3.0637 -0.034 -0.027 -0.012 0.226
F -1.2739 -1.2437 2.5655 -0.006 0.055 0.130 -0.312
B -1.0491 0.0447 3.0805 -0.445 -0.116 1.349 0.008
F 0.3160 0.3534 2.6365 0.195 0.135 0.613 -0.032
F -1.2056 0.2103 4.3922 -0.022 0.032 -0.045 -0.280
F -1.8546 0.8805 2.2443 0.087 0.044 -0.012 -0.344
```
Positions in Å, forces in eV/Å.

Results
<S²> ... 3.7520
Net charge ... +1
DFT total energy ... -108634.4422 eV
Multiplicity ... 4



3.
C4H7NO2 in the gas phase in a non-equilibrium geometry. Source: the OMol25 dataset; level of theory: the ωB97M-V functional and the def2-TZVPD basis.

XYZ file:
```
14
Properties=species:S:1:pos:R:3:forces:R:3:mulliken_charge:R:1
C -1.2740 0.3792 -0.0387 0.932 0.010 -0.941 0.458
C 2.0157 0.9529 0.1230 -1.081 -2.117 -0.440 -0.353
C -0.1062 -0.5321 -0.0861 -1.068 0.138 1.101 0.496
C -0.3644 -2.0522 0.0055 2.513 -0.458 -0.007 -1.000
N -0.9481 1.7149 -0.1999 3.805 -1.882 0.314 -0.378
O -2.4238 -0.0160 -0.0946 0.076 -0.122 0.286 -0.623
O 1.1664 -0.1019 -0.0103 0.483 -0.530 -0.263 -0.305
H 1.6698 1.9176 0.3138 -0.572 1.251 0.164 0.208
H 3.0328 0.7694 -0.1832 -0.139 -0.340 0.143 0.259
H -1.3777 -2.4887 -0.1257 0.478 1.238 0.448 0.307
H 0.1555 -2.4711 0.9663 -1.070 0.647 -1.675 0.238
H 0.2025 -2.4701 -0.8707 -0.215 0.024 0.848 0.289
H -0.1108 2.0740 0.2594 -0.365 -0.546 -0.416 0.153
H -1.6377 2.3243 -0.0589 -3.776 2.686 0.437 0.251
```
Positions in Å, forces in eV/Å.

Results
Energy relative to the best compared isomer or geometry (same formula, charge and spin) ... 100.8 kcal/mol
Net charge ... 0
DFT total energy ... -9842.9070 eV
Multiplicity ... 1